Computed, not measured: a molecular structure, C41H29BiBrN3O6PS at a distorted geometry, with ωB97M-V/def2-TZVPD.

Last column: Mulliken charge in e.
Positions of all 83 atoms, in Å:
Bi: -0.952587 -1.658193 -0.803866  2.123
Br: 8.493305 -0.435840 -4.276512  -0.196
C: 8.516976 -0.862783 -2.467687  0.060
C: 8.377501 -2.205270 -2.046387  -0.192
C: 7.862485 -2.429374 -0.786192  -0.506
C: 7.433074 -1.361690 -0.009123  0.242
C: 8.005385 -0.032552 -0.204587  -0.615
C: 8.407394 0.197064 -1.511029  -0.284
N: 6.360508 -1.286527 0.760020  -0.419
N: 5.748814 -2.408740 0.983653  -0.368
C: 4.430769 -2.518926 1.179314  0.199
C: 3.927081 -3.903287 1.152119  -0.374
C: 2.624656 -4.107218 1.001299  -0.755
C: 1.635648 -3.060324 0.771030  0.446
O: 0.387021 -3.346317 0.507920  -0.864
C: 2.097130 -1.693005 0.831500  0.277
N: 1.329522 -0.708750 0.381115  -0.053
C: 1.716162 0.556761 0.472060  -0.515
C: 2.943250 0.870136 1.053649  -0.812
C: 3.855179 -0.105767 1.362361  -0.302
C: 3.449830 -1.430520 1.237274  0.352
H: 8.714927 -3.049260 -2.692905  0.353
H: 7.554282 -3.405705 -0.472985  0.410
H: 7.732213 0.812544 0.482400  0.280
H: 8.714294 1.152608 -1.929050  0.350
H: 4.640332 -4.662126 1.303345  0.508
H: 2.264382 -5.126294 0.967359  0.394
H: 1.001505 1.261231 0.062252  0.536
H: 3.218423 1.927382 1.301980  0.303
H: 4.875601 0.067595 1.745344  0.531
O: -4.928779 -2.412087 0.576073  -0.698
C: -4.063163 -2.688618 -0.250165  0.679
O: -3.272799 -1.817234 -0.847909  -0.763
C: -3.850890 -4.154181 -0.574655  -0.033
C: -4.629733 -5.014234 0.142490  -0.474
C: -4.580864 -6.403691 -0.091707  -0.425
C: -3.774044 -6.912914 -1.109417  -0.672
C: -2.919434 -6.006839 -1.789712  -0.832
C: -2.851717 -4.655329 -1.512463  0.952
S: -1.549193 -3.790740 -2.200390  -0.620
H: -5.395167 -4.622189 0.858315  0.311
H: -5.220355 -7.076062 0.440141  0.379
H: -3.896017 -7.936772 -1.381268  0.380
H: -2.112558 -6.314067 -2.449347  0.360
O: 0.858267 -1.796150 -2.743783  -0.606
C: 0.370020 -0.719726 -3.226288  0.006
O: -0.611351 -0.102277 -2.699607  -0.390
H: 0.779058 -0.395594 -4.222376  0.357
O: -1.475890 1.000700 0.372873  -0.319
P: -2.093149 2.364513 0.519043  0.734
C: -1.280187 3.354194 1.774201  0.324
C: -1.601755 3.054733 3.111612  -0.473
C: -0.842260 3.542431 4.135874  -0.707
C: 0.233388 4.327460 3.795273  -0.349
C: 0.642788 4.568487 2.493455  -0.762
C: -0.215035 4.177787 1.469002  -0.227
C: -3.846883 2.349249 1.019228  0.601
C: -4.443754 3.524681 1.477904  -0.164
C: -5.772213 3.497051 1.875306  -0.624
C: -6.486082 2.244641 1.868598  -0.499
C: -5.893343 1.134125 1.307598  -0.452
C: -4.519846 1.135764 0.927890  -0.705
C: -2.045952 3.256350 -1.071134  0.644
C: -2.282572 4.581208 -1.079164  -0.142
C: -2.582803 5.246952 -2.293219  -0.814
C: -2.807399 4.513959 -3.497101  -0.543
C: -2.457846 3.153264 -3.463352  -0.646
C: -2.176991 2.551254 -2.225501  -0.290
H: -2.483709 2.413794 3.281289  0.357
H: -1.170860 3.441337 5.193230  0.339
H: 0.891999 4.707498 4.582333  0.331
H: 1.601673 5.070179 2.277805  0.388
H: -0.166949 4.574492 0.470802  0.410
H: -3.841348 4.436378 1.495921  0.192
H: -6.283769 4.387046 2.276322  0.347
H: -7.508850 2.191249 2.258643  0.370
H: -6.465331 0.206229 1.193185  0.430
H: -4.044409 0.217383 0.620602  0.431
H: -2.313035 5.173184 -0.142552  0.256
H: -2.562104 6.302473 -2.282365  0.423
H: -3.076372 5.048950 -4.437164  0.312
H: -2.419054 2.527855 -4.336479  0.466
H: -1.926444 1.495003 -2.243561  0.342

Forces on atoms 1 to 2 (eV/Å):
Bi -0.401 -0.741 -0.638
Br 0.447 0.141 -0.795

Output
Energy above the lowest of the compared OMol25 structures with the same formula, charge and spin = 15.4 kcal/mol
Energy = -5723.72916 Ha
Total charge = -1
HOMO level = -4.38 eV

=====

Computed, not measured: a molecular structure, C41H30NNiO2P2S, with ωB97M-V/def2-TZVPD.

Last column: Mulliken charge in e.
Positions of all 78 atoms, in Å:
Ni: -0.825461 -0.713184 -0.124367  0.635
C: 5.675654 0.667820 -0.243334  -0.533
C: 4.825742 -0.229530 0.387947  -0.916
C: 3.486091 -0.287584 0.035249  -0.586
C: 2.967819 0.546212 -0.957299  0.726
C: 3.836575 1.427659 -1.598946  -0.155
C: 5.176535 1.492406 -1.241220  -0.730
P: 1.178712 0.302004 -1.341734  1.454
C: 0.830014 1.636804 -2.540726  0.058
C: 0.130190 1.395242 -3.721851  -0.800
C: -0.250993 2.449905 -4.542080  -0.716
C: 0.054865 3.757878 -4.196161  -0.570
C: 0.729732 4.010937 -3.008093  -0.892
C: 1.099215 2.961211 -2.183578  -0.106
C: 1.339445 -1.175841 -2.422260  -0.021
C: 2.252849 -1.191547 -3.444730  0.122
C: 2.424361 -2.338747 -4.242935  -0.933
C: 1.689456 -3.460100 -3.982852  -0.785
C: 0.744406 -3.487480 -2.929971  1.359
C: -0.010991 -4.652253 -2.653602  -0.847
C: -0.913109 -4.645041 -1.629830  -0.901
C: -1.110940 -3.485120 -0.848741  -0.083
C: -0.415077 -2.322019 -1.073768  -0.862
C: 0.545547 -2.325691 -2.131958  0.139
H: 6.721642 0.717770 0.033416  0.360
H: 5.204353 -0.888361 1.159912  0.424
H: 2.836824 -1.005357 0.524257  0.501
H: 3.470904 2.066281 -2.392292  0.365
H: 5.834083 2.185028 -1.753087  0.413
H: -0.129094 0.380050 -3.988148  0.496
H: -0.799552 2.240543 -5.452076  0.419
H: -0.241411 4.578083 -4.838595  0.394
H: 0.955729 5.029267 -2.714853  0.416
H: 1.594637 3.173292 -1.242455  0.469
H: 2.860766 -0.315231 -3.642695  0.417
H: 3.147581 -2.329013 -5.049726  0.414
H: 1.822840 -4.355156 -4.581881  0.337
H: 0.142770 -5.536460 -3.262707  0.332
H: -1.491235 -5.537410 -1.413849  0.394
H: -1.843254 -3.523488 -0.049861  0.391
O: 0.907755 -2.273986 1.550025  -0.744
C: 0.302710 -1.238951 1.338375  -0.052
C: 0.581534 -0.097813 2.354325  0.290
C: 1.693852 -0.106809 3.187426  -0.442
C: 1.929689 0.961850 4.038174  -0.870
C: 1.045282 2.037092 4.077359  -0.599
C: -0.085364 2.037539 3.273575  -0.252
C: -0.312657 0.967438 2.415862  -0.122
P: -1.696735 0.712504 1.275564  1.057
C: -3.054511 0.122854 2.347426  0.230
C: -4.224484 -0.317141 1.725443  -0.472
C: -5.289584 -0.765021 2.491505  -0.678
C: -5.195203 -0.798436 3.877290  -0.478
C: -4.026939 -0.382310 4.496731  -0.717
C: -2.960307 0.080078 3.735094  -0.148
C: -2.281607 2.380436 0.831220  0.103
C: -3.084045 3.145568 1.676063  -0.589
C: -3.462308 4.428146 1.309267  -0.704
C: -3.048930 4.952741 0.091072  -0.648
C: -2.263175 4.190978 -0.761102  -0.565
C: -1.884737 2.906791 -0.394595  0.349
H: 2.364250 -0.956868 3.141988  0.497
H: 2.810271 0.969423 4.669732  0.366
H: 1.239607 2.874235 4.736941  0.425
H: -0.779344 2.869977 3.305187  0.466
H: -4.297825 -0.334480 0.641493  0.392
H: -6.192653 -1.100712 1.997216  0.442
H: -6.026808 -1.157401 4.471424  0.353
H: -3.939689 -0.418138 5.575812  0.407
H: -2.051118 0.400300 4.228108  0.330
H: -3.423789 2.729650 2.617682  0.460
H: -4.086982 5.016089 1.970544  0.400
H: -3.351987 5.951983 -0.197300  0.373
H: -1.948085 4.584293 -1.719293  0.451
H: -1.295041 2.297113 -1.066978  -0.026
O: -4.353987 -0.492034 -1.558876  -0.652
S: -3.141157 -0.084156 -2.296921  -0.116
N: -1.802861 -0.158267 -1.694034  -0.116

Forces on atoms 1 to 2 (eV/Å):
Ni -0.076 0.062 -0.184
C 0.010 0.008 -0.023

Output
Energy above the lowest of the compared OMol25 structures with the same formula, charge and spin = 0.0 kcal/mol
Energy = -4374.90118 Ha
Total charge = -1
HOMO level = -4.19 eV

=====

Which value of HOMO level does entry 2 give?
-4.19 eV

=====

Among the records above, which one has the lowest HOMO level?
C41H29BiBrN3O6PS

=====

energy of number 2 (C41H30NNiO2P2S)?
-4374.90118 Ha